This record from the OMol25 dataset describes a molecular structure, C18H62BrN22O12Pb in a non-equilibrium geometry. The level of theory is ωB97M-V/def2-TZVPD.

```
! RIJCOSX wB97M-V def2-TZVPD def2/J DEFGRID3
* xyz 1 1
Pb 0.441 -18.950 20.735
Br 1.114 -15.995 20.454
O 3.374 -23.614 15.719
O 1.402 -18.544 18.273
O 0.586 -18.226 23.182
O 5.680 -15.151 17.698
O 2.960 -19.047 20.872
O -1.507 -18.024 19.246
O -1.671 -19.737 21.737
O -3.521 -17.653 23.614
O 1.321 -20.863 22.294
O 6.940 -22.155 23.481
O -0.206 -14.453 24.885
O 0.547 -21.027 19.295
N 1.775 -22.954 23.097
N 5.416 -24.010 17.632
N -3.497 -17.508 18.447
N 1.132 -23.181 19.312
N 4.163 -14.511 19.083
N 4.362 -18.774 19.152
N 2.111 -17.063 24.363
N 2.023 -21.212 24.334
N 1.243 -12.716 24.824
N -4.820 -15.527 22.439
N -2.419 -16.016 19.268
N 4.865 -23.016 23.338
N 1.070 -19.342 16.240
N -0.802 -22.660 18.694
N 4.926 -17.926 21.048
N 3.671 -16.094 17.780
N 0.791 -17.173 16.483
N -2.288 -21.869 21.326
N 5.277 -21.070 22.486
N -3.743 -20.353 22.034
N 0.606 -17.970 25.459
N 0.762 -13.747 22.993
C 4.032 -18.701 20.431
C -2.959 -18.357 24.704
C 4.265 -23.289 18.117
C 1.695 -21.658 23.186
C -3.499 -15.246 23.038
C 1.134 -18.330 17.059
C 3.335 -22.716 16.922
C -2.502 -20.648 21.753
C -2.684 -16.474 23.277
C 0.285 -22.238 19.176
C -3.944 -14.656 24.319
C 4.768 -22.236 19.134
C -2.370 -17.247 18.995
C 5.799 -22.124 23.090
C 2.528 -24.750 15.731
C 1.015 -17.711 24.268
C 4.601 -15.250 18.190
C 0.513 -13.705 24.269
H -4.460 -21.047 22.188
H 1.157 -17.555 26.197
H -2.827 -17.577 25.454
H 2.576 -25.406 14.862
H 0.803 -16.259 16.913
H 2.309 -22.542 17.248
H 4.762 -13.813 19.500
H 5.170 -23.708 24.007
H 3.377 -14.793 19.651
H 4.703 -17.508 21.941
H -5.365 -16.064 23.099
H 5.237 -18.411 18.804
H 3.709 -19.169 18.490
H 1.193 -20.294 16.553
H 0.452 -17.166 15.532
H 0.735 -24.109 19.345
H 2.761 -16.251 18.190
H 2.525 -16.802 23.480
H 3.577 -21.761 16.455
H -3.004 -14.407 24.810
H -1.376 -21.865 18.450
H 1.523 -24.333 15.673
H 2.067 -23.113 19.687
H 1.777 -23.460 23.971
H 2.063 -21.831 25.131
H 3.987 -21.842 19.784
H -3.881 -18.423 18.260
H 1.341 -12.994 22.650
H 0.896 -19.151 15.263
H 4.988 -24.211 16.740
H -0.248 -18.496 25.578
H 4.273 -20.965 22.457
H 6.099 -23.288 17.449
H -3.935 -16.714 18.002
H 5.618 -22.532 19.748
H -4.487 -16.152 21.719
H 2.119 -16.538 25.226
H 1.144 -12.831 25.822
H -1.407 -22.342 21.182
H -3.975 -19.374 22.125
H 2.050 -12.360 24.332
H 3.773 -24.034 18.743
H 2.649 -25.329 16.647
H -1.810 -16.281 23.899
H -1.680 -15.551 19.777
H 2.187 -20.224 24.205
H -2.989 -22.513 21.664
H -4.551 -15.354 24.895
H 5.874 -17.786 20.727
H 5.067 -21.348 18.576
H -4.564 -13.799 24.051
H 0.482 -14.550 22.448
H -3.012 -14.428 22.507
H 5.826 -20.299 22.134
H -3.184 -15.613 18.746
H -1.979 -18.692 24.365
H -1.021 -23.601 18.399
H 3.919 -22.855 23.021
H -2.406 -16.753 22.260
H 3.973 -16.751 17.075
H -3.665 -19.109 25.057
H 1.317 -23.409 22.321
*
```

- orbital gap (eV) = 7.84
- molecular weight (g mol⁻¹) = 1065.94
- total energy (Eh) = -5597.45220
- HOMO energy (eV) = -10.337



This record from the OMol25 dataset describes a molecular structure, C18H62O13 in a non-equilibrium geometry. The level of theory is ωB97M-V/def2-TZVPD.

```
! RIJCOSX wB97M-V def2-TZVPD def2/J DEFGRID3
* xyz 0 1
O 7.186 20.343 13.402
O 5.322 25.431 7.659
O 4.471 27.102 12.630
O 11.459 25.273 11.372
O 8.672 27.001 10.874
O 8.539 27.087 13.019
O 8.264 23.879 9.634
O 5.937 24.328 13.701
O 4.172 23.785 10.438
O 5.111 24.519 12.117
O 9.525 21.279 12.215
O 8.195 25.968 9.452
O 6.551 24.360 8.866
C 6.185 21.368 13.640
C 6.840 25.071 11.038
C 7.978 28.133 11.065
C 7.236 26.685 13.201
C 6.046 22.170 12.351
C 7.251 24.128 7.640
C 4.903 26.807 11.301
C 8.717 26.410 8.239
C 10.723 25.287 10.134
C 5.972 26.735 7.789
C 3.844 24.432 12.439
C 5.571 25.782 15.668
C 7.532 23.808 10.830
C 4.923 24.842 14.560
C 9.554 22.564 12.596
C 6.174 27.201 9.195
C 6.396 23.554 6.501
C 4.788 23.237 9.321
H 5.657 24.340 12.782
H 5.201 20.930 13.804
H 6.981 27.951 10.662
H 4.555 23.970 15.101
H 10.437 26.302 9.858
H 9.867 24.612 10.103
H 8.986 21.098 11.441
H 7.016 23.167 5.693
H 7.048 26.363 14.225
H 4.837 25.724 11.196
H 8.368 24.800 9.381
H 7.080 22.514 12.374
H 8.913 26.555 11.689
H 3.981 25.269 14.216
H 10.487 22.986 12.221
H 4.289 27.382 10.607
H 5.763 26.779 15.271
H 7.049 25.799 12.594
H 5.357 27.475 7.277
H 6.160 25.246 10.205
H 5.876 21.565 11.461
H 6.466 25.221 15.939
H 3.410 25.407 12.220
H 8.691 23.132 12.250
H 4.481 23.792 8.435
H 11.407 24.873 9.393
H 9.677 22.694 13.671
H 7.510 25.903 11.254
H 4.335 22.263 9.135
H 5.870 23.144 9.418
H 6.923 26.625 7.267
H 9.732 26.644 8.560
H 5.264 27.530 9.696
H 5.324 22.987 12.390
H 6.242 24.992 11.945
H 8.162 23.439 11.639
H 7.817 25.017 7.358
H 5.742 24.349 6.141
H 6.664 26.388 9.731
H 6.718 23.100 10.672
H 8.457 28.816 10.364
H 3.281 23.802 11.749
H 8.241 27.348 7.957
H 6.391 22.060 14.456
H 6.392 27.336 12.971
H 8.626 27.778 13.680
H 5.175 24.191 11.217
H 4.941 25.871 16.553
H 8.711 25.566 7.549
H 7.132 24.306 9.628
H 5.953 27.045 11.131
H 8.309 26.618 10.150
H 4.390 24.717 10.367
H 8.109 23.509 7.903
H 3.557 24.167 13.456
H 5.755 22.776 6.915
H 7.983 20.670 13.825
H 7.978 28.625 12.037
H 5.900 24.678 7.802
H 6.776 28.108 9.160
H 5.199 26.749 13.148
H 12.401 25.335 11.195
*
```

- orbital gap (eV) = 8.39
- molecular weight (g mol⁻¹) = 486.68
- total energy (Eh) = -1699.16780
- HOMO energy (eV) = -8.243



This record from the OMol25 dataset describes 14 unconnected molecules or ions with the total composition C18H64O14 in a non-equilibrium geometry. The level of theory is ωB97M-V/def2-TZVPD.

```
! RIJCOSX wB97M-V def2-TZVPD def2/J DEFGRID3
* xyz -1 2
O -1.688 4.279 -0.439
O -1.215 2.327 1.482
O -3.521 0.390 -1.540
O 1.658 0.673 -4.061
O 3.868 4.429 1.633
O -0.718 -3.508 -4.084
O -0.078 -3.744 4.663
O 5.538 0.060 0.727
O -4.391 2.425 0.231
O 0.427 -4.331 -1.523
O -1.589 -0.232 0.347
O -5.026 0.179 1.810
O -0.574 2.232 4.194
O 2.683 -1.917 -3.922
C -3.737 -0.705 3.582
C 3.017 -2.146 -5.276
C 0.191 0.632 -0.919
C 3.193 -0.497 0.470
C 1.484 4.208 1.717
C -0.221 -0.059 3.759
C 0.652 -4.457 3.672
C -0.372 -0.603 -0.144
C -1.760 3.960 -1.830
C -0.822 0.954 4.632
C -1.743 -2.520 -4.146
C 2.732 5.050 2.129
C 4.670 -0.823 0.039
C -0.312 3.921 -2.356
C -4.861 0.235 3.207
C 4.265 -2.985 -5.316
C 1.154 -3.334 2.722
C -2.757 -2.872 -2.977
H 0.143 -0.955 0.750
H -0.232 3.524 -3.368
H 0.823 1.024 -4.371
H 1.900 -2.741 3.249
H 2.140 -2.591 -5.746
H 2.490 -0.990 -3.767
H -1.907 0.901 4.533
H 0.354 -2.685 2.364
H -3.426 0.536 -2.481
H 4.810 -0.667 -1.031
H 2.460 -1.201 0.077
H -0.531 0.903 5.681
H -4.184 1.887 -0.534
H 3.037 0.521 0.114
H 4.154 -3.967 -4.856
H -2.304 -2.885 -1.985
H 4.554 -3.240 -6.335
H -4.249 -0.227 -1.466
H 4.548 4.594 2.290
H -2.430 4.519 -2.483
H -0.676 -1.411 -0.810
H -5.738 -0.109 3.756
H -3.998 -1.759 3.483
H 3.065 -1.194 -5.806
H 0.048 2.582 4.836
H 4.933 -1.824 0.379
H -1.367 3.549 0.095
H 2.938 -0.540 1.529
H 2.167 1.445 -3.816
H 1.346 3.294 2.296
H -3.574 -2.150 -2.961
H -2.061 2.922 -1.970
H 0.046 -5.196 3.148
H -0.257 -4.084 -0.900
H -2.941 -0.594 2.846
H -0.857 -4.228 4.949
H -0.957 2.264 2.402
H -2.186 -0.048 -0.383
H -4.994 1.101 1.544
H 0.014 -4.241 -2.382
H 0.152 4.908 -2.353
H -1.286 -1.542 -3.993
H -0.468 0.954 -1.726
H 0.840 -0.252 3.918
H -3.221 -3.846 -3.126
H -0.646 -1.050 3.919
H -4.605 1.248 3.519
H -3.451 -0.423 4.595
H 5.051 -2.413 -4.823
H 0.536 4.737 1.810
H 5.412 0.907 0.293
H -1.408 1.426 1.225
H 1.385 -5.193 4.001
H 2.685 5.105 3.216
H -3.538 2.677 0.584
H 2.699 5.990 1.578
H 0.521 1.446 -0.274
H 0.990 0.190 -1.515
H 0.093 -3.076 -4.361
H 1.618 -3.692 1.803
H -2.132 -2.563 -5.163
H 1.519 3.906 0.671
H 0.346 3.226 -1.833
H -0.338 0.072 2.683
*
```

- orbital gap (spin up / spin down) (eV) = 2.20 / 9.24
- molecular weight (g mol⁻¹) = 504.70
- total energy (Eh) = -1777.39560
- HOMO energy (spin up / spin down) (eV) = -0.093 / -7.141



- Look up the total energy of the first one.
  -5597.45220 Eh